(1)
A cluster of 2 separate species, C5H10NO3 in total, computed with ωB97M-V/def2-TZVPD.

Net charge = -1
DFT total energy = -477.02710 Ha
Gap between HOMO and LUMO = 8.011 eV
Relative energy (zero: lowest compared OMol25 entry of this formula, charge and spin) = 47.0 kcal/mol

Cartesian coordinates (Å):
C 1.092 -0.174 -3.387
C 1.501 -0.160 -1.864
O 0.971 -1.141 -1.303
O 2.247 0.737 -1.335
H 1.843 -0.360 -4.053
H 0.865 0.943 -3.477
H 0.299 -0.768 -3.343
C -1.412 -0.759 1.809
C -0.313 -1.656 2.286
C -1.418 0.714 1.493
O -2.470 1.391 1.464
N -0.246 1.348 0.971
H -1.812 -1.179 0.758
H -2.204 -0.964 2.601
H 0.746 -1.499 1.847
H -0.478 -2.550 1.905
H -0.450 2.137 0.440
H 0.352 0.721 0.544
H -0.129 -1.599 3.342

(2)
A cluster of 2 separate species, C5H10NO3 in total, computed with ωB97M-V/def2-TZVPD.

Net charge = -1
DFT total energy = -477.07464 Ha
Gap between HOMO and LUMO = 8.514 eV
Relative energy (zero: lowest compared OMol25 entry of this formula, charge and spin) = 17.1 kcal/mol

Cartesian coordinates (Å):
C -0.577 -1.497 1.025
C -0.132 -2.652 0.130
C -1.867 -0.867 0.346
O -2.955 -1.231 0.748
N -1.598 -0.345 -0.892
H -0.907 -1.887 1.983
H 0.094 -0.602 1.011
H -1.070 -3.110 -0.365
H -2.472 -0.132 -1.352
H -0.922 0.415 -1.040
H 0.299 -3.464 0.731
H 0.600 -2.294 -0.579
C 1.864 3.105 -0.158
C 1.347 1.632 -0.464
O 0.302 1.632 -1.127
O 2.049 0.797 0.145
H 2.452 3.145 0.762
H 0.999 3.775 0.012
H 2.494 3.579 -0.916

(3)
A structure of composition C5H10NO5P, computed with ωB97M-V/def2-TZVPD.

Net charge = -2
DFT total energy = -968.88565 Ha
Gap between HOMO and LUMO = 6.981 eV
Relative energy (zero: lowest compared OMol25 entry of this formula, charge and spin) = 0.0 kcal/mol

Cartesian coordinates (Å):
C -0.338 -1.947 -0.689
C -1.086 1.677 1.210
C -1.101 0.235 0.824
C -0.369 0.574 -1.558
C -0.097 -0.103 -0.224
N 0.204 -2.634 0.234
O 1.938 -1.101 1.460
O 2.500 -0.153 -0.996
O -0.819 -2.137 -1.785
O 2.090 1.334 1.092
O 0.328 1.767 -1.857
P 1.759 0.076 0.339
H -1.543 1.795 2.141
H -1.512 2.361 0.553
H -0.009 1.968 1.457
H -2.107 -0.049 0.474
H -0.854 -0.378 1.740
H -1.372 0.834 -1.601
H -0.251 -0.350 -2.299
H 1.360 -1.660 0.952
H 0.058 -3.593 0.192
H 1.222 1.484 -1.657

Number 1: LUMO 0.135 Ha. Number 2: LUMO 0.145 Ha. Number 3: LUMO 0.236 Ha.